Entry from the Open Molecules 2025 dataset: a single C4H6N2O2 molecule in a non-equilibrium geometry (the ωB97M-V functional and the def2-TZVPD basis).

Geometry as XYZ:
```
14
Properties=species:S:1:pos:R:3:forces:R:3
C 0.23853 1.48078 -0.07727 0.352 0.840 -1.261
N 2.04787 -0.16243 0.01877 -1.387 0.663 -0.511
H -2.73400 -0.14708 -0.73240 1.682 -0.256 1.352
C -0.59687 0.31380 0.04453 2.360 -1.823 -2.010
C -0.93108 -0.95982 0.67178 1.398 -0.557 3.398
H -0.25376 2.13592 -0.93626 1.615 -0.543 2.358
H -1.26706 -0.79412 1.78805 0.018 -0.773 -2.418
H -0.11179 -1.78704 0.57689 -1.746 1.487 0.086
O 2.21924 -1.32527 -0.14447 0.061 -2.239 -0.508
H -1.48747 -1.01641 -1.42984 1.320 -1.582 -2.335
C -1.64454 -0.50198 -0.57001 -2.856 2.069 1.123
O 2.71730 0.52877 0.71602 0.989 1.660 1.399
N 1.03759 0.41931 -0.77942 -2.996 0.526 0.449
H 0.76603 1.81558 0.85363 -0.810 0.530 -1.122
```
Positions in Å, forces in eV/Å.

E   -415.73665 Ha
SMILES   O=[N+]([O-])N1CC12CC2

=====

Entry from the Open Molecules 2025 dataset: a single C18H28N2S molecule (the ωB97M-V functional and the def2-TZVPD basis).

Geometry as XYZ:
```
49
Properties=species:S:1:pos:R:3:forces:R:3
C -2.31478 -0.30113 4.00519 -0.285 0.282 -0.225
C -2.08505 -1.31955 -1.65828 -0.041 0.008 -0.355
H -0.13438 -2.94127 -2.62578 -0.059 -0.119 0.013
H -2.90647 -0.72243 -3.55301 0.020 0.044 -0.107
H -2.64078 0.36999 1.99930 0.017 0.023 0.076
N -2.16748 -1.65458 1.99745 -0.023 0.169 0.097
C -0.15469 0.30648 -1.74615 -0.078 -0.108 -0.046
C -3.07450 -0.51815 -2.49921 0.082 -0.206 0.156
H -2.81298 1.79100 4.08873 -0.068 0.047 0.019
C -2.15633 -2.03207 0.69628 -0.186 -0.091 0.222
N -2.34033 -1.08791 -0.24791 -0.088 0.322 0.404
H 0.15424 -0.54758 2.83815 0.008 -0.095 0.000
H -2.32180 -0.12135 0.03948 -0.015 -0.028 0.052
S -2.01336 -3.64330 0.34055 0.156 -0.807 -0.165
H -0.01076 0.92293 4.92853 0.067 -0.009 0.068
C 0.22579 -1.93774 -2.45528 -0.075 0.031 -0.015
H 5.56128 1.14754 -4.12958 0.070 -0.036 -0.099
C -0.32568 1.55235 2.89722 0.200 -0.189 0.155
C -2.12633 1.09937 4.58243 0.234 -0.196 0.144
C 3.92826 1.38263 -2.73243 0.170 -0.263 -0.069
C 3.50454 -0.08373 -2.74575 0.010 0.256 0.047
H 2.21302 -2.39372 -3.07680 0.086 -0.084 -0.046
H -1.66592 -1.00280 4.53464 0.042 -0.103 0.016
H 6.03223 0.98405 -2.43763 0.115 -0.047 0.039
C -0.64736 -0.97054 -1.97647 0.000 -0.114 0.019
C 1.54823 -1.62749 -2.70364 0.017 0.102 0.005
H -0.57673 2.58740 4.77317 0.061 -0.014 0.071
H 1.51710 1.61785 -1.79435 0.072 0.111 -0.007
H -0.80912 1.08300 -1.37188 -0.080 0.097 0.039
H -0.96361 2.25512 2.35509 0.003 0.089 -0.053
H 4.09504 -0.62959 -2.00202 0.060 -0.018 -0.068
H -3.34757 -0.62892 4.13688 0.011 -0.085 0.008
C 1.17256 0.61428 -1.98982 0.056 0.051 0.010
H 3.30671 1.94763 -3.43077 -0.072 0.056 0.070
C 2.04692 -0.34820 -2.47443 0.010 -0.179 -0.047
H 5.68884 2.57941 -3.10770 0.108 0.065 -0.021
C -1.96047 -0.31817 2.51921 0.297 -0.034 0.010
H 3.75284 -0.51270 -3.72115 0.054 -0.035 0.032
H -1.97587 -2.41547 2.63347 -0.060 -0.008 -0.165
H 3.78559 1.80012 -1.73355 -0.102 0.068 -0.013
H -2.24138 -2.38966 -1.82613 0.047 0.246 0.038
H -0.24605 0.13422 1.26460 0.026 -0.082 -0.007
H -2.95204 0.55000 -2.33216 -0.008 0.157 -0.024
H 0.70973 1.86980 2.76234 -0.018 0.078 -0.066
H -4.09334 -0.79886 -2.24411 -0.102 -0.005 0.014
C -0.51088 0.15045 2.32477 -0.250 0.285 -0.139
H -2.36871 1.09202 5.64638 -0.082 0.047 -0.008
C 5.39307 1.53297 -3.12619 -0.212 0.085 0.078
C -0.69121 1.57631 4.37836 -0.192 0.236 -0.155
```
Positions in Å, forces in eV/Å.

E   -1210.42571 Ha
SMILES   CCCc1ccc([C@H](C)NC(=S)NC2CCCCC2)cc1

=====

Values of energy above the lowest of the compared OMol25 structures with the same formula, charge and spin, in order: 798.1; 0.0, all in kJ/mol.
Values of orbital gap, in order: 10.12; 8.54, all in eV.
Values of HOMO energy, in order: -10.0; -7.9, all in eV.